Record 1
{
  "formula": "C21H47BN2O8",
  "method": "ωB97M-V/def2-TZVPD",
  "total_charge": 0,
  "e_lumo_ev": 0.3,
  "homo_lumo_gap_ev": 8.52,
  "elements": ["C", "O", "C", "C", "C", "C", "O", "C", "N", "B", "N", "O", "H", "H", "H", "H", "H", "H", "H", "H", "H", "H", "H", "H", "H", "H", "H", "H", "H", "C", "C", "C", "O", "H", "H", "H", "H", "H", "H", "C", "C", "C", "O", "H", "H", "H", "H", "H", "H", "C", "C", "C", "O", "H", "H", "H", "H", "H", "H", "C", "C", "C", "O", "H", "H", "H", "H", "H", "H", "C", "C", "C", "O", "H", "H", "H", "H", "H", "H"],
  "coordinates": [[0.400, -2.271, 1.827], [-0.582, -1.249, 1.881], [-1.040, -0.755, 0.611], [-2.536, -1.042, 0.461], [-3.376, -0.900, 1.745], [-4.633, -0.039, 1.576], [-4.403, 1.199, 0.953], [-0.567, 0.733, 0.535], [-1.515, 1.651, -0.120], [-0.219, 1.214, 2.000], [-1.292, 1.505, 2.983], [1.111, 1.362, 2.339], [-0.064, -3.234, 2.035], [1.121, -2.078, 2.619], [0.951, -2.276, 0.891], [-0.553, -1.258, -0.222], [-2.601, -2.084, 0.159], [-2.986, -0.480, -0.348], [-3.762, -1.884, 2.006], [-2.798, -0.558, 2.591], [-5.082, 0.080, 2.567], [-5.320, -0.580, 0.932], [-3.698, 1.662, 1.435], [0.366, 0.714, -0.036], [-1.363, 2.589, 0.248], [-1.292, 1.742, -1.105], [-1.375, 0.690, 3.588], [-1.038, 2.287, 3.582], [1.147, 1.337, 3.310], [-2.782, 6.603, 0.699], [-2.505, 5.194, 1.157], [-3.268, 4.698, 2.359], [-1.706, 4.491, 0.581], [-2.170, 6.829, -0.171], [-3.834, 6.707, 0.433], [-2.543, 7.308, 1.497], [-4.339, 4.726, 2.156], [-3.049, 5.327, 3.224], [-2.976, 3.673, 2.579], [-3.729, -5.954, -1.089], [-2.929, -4.854, -1.744], [-2.304, -5.164, -3.078], [-2.802, -3.771, -1.215], [-4.124, -5.601, -0.139], [-4.559, -6.246, -1.734], [-3.093, -6.822, -0.911], [-3.073, -5.422, -3.799], [-1.609, -6.000, -2.978], [-1.762, -4.292, -3.436], [5.272, 2.259, 4.696], [5.141, 3.301, 3.610], [4.042, 3.103, 2.598], [5.888, 4.251, 3.561], [6.099, 2.521, 5.352], [4.354, 2.214, 5.285], [5.464, 1.280, 4.255], [3.072, 3.092, 3.094], [4.184, 2.159, 2.068], [4.061, 3.917, 1.878], [-0.581, -4.709, -7.323], [-2.047, -4.786, -6.976], [-3.013, -4.134, -7.933], [-2.429, -5.345, -5.974], [0.001, -5.214, -6.556], [-0.399, -5.192, -8.284], [-0.265, -3.666, -7.381], [-2.930, -4.594, -8.919], [-2.795, -3.068, -8.015], [-4.029, -4.262, -7.566], [7.589, 2.450, 1.370], [7.311, 2.064, -0.062], [7.981, 0.813, -0.579], [6.584, 2.725, -0.765], [7.053, 3.362, 1.612], [7.260, 1.652, 2.040], [8.658, 2.622, 1.510], [7.672, -0.050, 0.013], [9.066, 0.917, -0.519], [7.698, 0.651, -1.616]],
  "forces_ev_per_angstrom": [[-0.149, 0.267, 0.617], [0.483, -0.219, -0.364], [-0.646, 0.986, -0.247], [0.061, -0.535, 0.587], [-0.487, 0.099, -0.498], [0.626, -0.326, 0.137], [-0.040, 0.562, 0.278], [-0.074, 0.084, -0.229], [0.324, 0.242, 0.178], [-0.204, -0.363, -0.157], [0.462, 0.090, 0.072], [-0.296, -0.174, 0.479], [0.019, -0.238, -0.255], [0.091, 0.023, 0.126], [-0.086, -0.078, -0.256], [0.249, -0.438, 0.139], [0.038, 0.023, -0.043], [0.146, 0.417, -0.135], [0.109, -0.188, 0.256], [0.185, 0.150, 0.109], [-0.265, 0.045, 0.017], [-0.282, 0.032, -0.078], [-0.006, -0.299, -0.360], [0.230, -0.058, 0.106], [-0.309, -0.214, -0.084], [-0.124, -0.198, -0.038], [-0.365, 0.021, -0.052], [-0.001, -0.082, 0.088], [0.260, 0.307, -0.337], [0.152, -0.045, -0.171], [-0.028, -0.062, -0.007], [0.130, -0.200, -0.031], [0.072, 0.276, 0.079], [0.006, -0.013, 0.001], [-0.030, 0.063, 0.123], [-0.139, 0.017, 0.034], [-0.018, 0.105, 0.069], [-0.129, 0.075, -0.017], [0.014, -0.010, -0.014], [-0.043, 0.160, 0.169], [0.092, 0.075, 0.013], [0.037, 0.251, 0.378], [-0.015, -0.196, -0.093], [0.007, 0.014, -0.005], [0.071, -0.119, -0.045], [-0.056, -0.072, -0.115], [0.006, -0.166, -0.049], [-0.103, -0.101, -0.095], [-0.008, 0.006, -0.020], [0.186, 0.123, 0.061], [-0.058, 0.101, 0.001], [0.192, 0.227, -0.057], [0.005, 0.002, 0.073], [0.000, 0.014, -0.007], [-0.044, -0.128, -0.067], [-0.152, -0.045, 0.022], [-0.024, -0.171, -0.040], [-0.153, -0.070, 0.076], [0.016, -0.003, -0.009], [0.020, -0.113, 0.189], [-0.034, -0.018, 0.039], [-0.145, -0.070, 0.151], [0.037, -0.024, -0.253], [-0.012, -0.003, 0.007], [0.011, 0.126, -0.067], [-0.002, -0.003, -0.142], [0.076, 0.110, -0.051], [0.063, -0.018, -0.125], [0.004, -0.006, 0.012], [-0.140, 0.160, -0.179], [-0.014, 0.014, -0.012], [-0.105, 0.054, -0.184], [-0.011, -0.015, -0.001], [0.014, 0.031, -0.005], [0.168, -0.044, 0.032], [0.017, -0.155, 0.088], [0.124, -0.001, 0.071], [0.006, -0.083, 0.117], [-0.010, 0.013, 0.000]],
  "mulliken_charge": [-0.942, -0.372, -0.291, -0.452, -0.457, -0.819, -0.479, -0.116, -0.410, 0.448, -0.572, -0.505, 0.251, 0.276, 0.386, 0.850, 0.115, 0.439, 0.384, 0.194, 0.301, 0.417, 0.210, 0.133, 0.223, 0.264, 0.234, 0.219, 0.239, -1.249, 0.848, -0.780, -0.584, 0.320, 0.334, 0.333, 0.348, 0.381, -0.075, -1.138, 0.727, -1.055, -0.464, 0.279, 0.332, 0.334, 0.347, 0.362, 0.232, -1.197, 0.784, -0.912, -0.571, 0.329, 0.372, 0.291, 0.316, 0.278, 0.327, -1.115, 0.814, -1.134, -0.514, 0.282, 0.351, 0.331, 0.339, 0.335, 0.297, -0.909, 0.828, -1.134, -0.550, 0.167, 0.203, 0.443, 0.314, 0.317, 0.317]
}

***

Record 2
{
  "formula": "C21H47N6O6",
  "method": "ωB97M-V/def2-TZVPD",
  "total_charge": 1,
  "e_lumo_ev": -2.4,
  "homo_lumo_gap_ev": 8.74,
  "elements": ["C", "C", "C", "O", "O", "C", "C", "N", "C", "C", "N", "C", "C", "H", "H", "H", "H", "H", "H", "H", "H", "H", "H", "H", "H", "H", "H", "H", "H", "H", "H", "H", "C", "O", "N", "C", "C", "H", "H", "H", "H", "H", "H", "H", "C", "O", "N", "C", "C", "H", "H", "H", "H", "H", "H", "H", "C", "O", "N", "C", "C", "H", "H", "H", "H", "H", "H", "H", "C", "O", "N", "C", "C", "H", "H", "H", "H", "H", "H", "H"],
  "coordinates": [[3.941, -1.198, 0.483], [3.635, -1.236, -1.099], [3.631, 0.197, -1.808], [3.716, 0.197, -3.067], [3.492, 1.451, -1.145], [2.104, 1.938, -1.226], [1.347, 1.384, 0.077], [-0.031, 0.793, -0.222], [-0.717, 0.607, 1.097], [-1.489, -0.767, 1.344], [-1.657, -1.676, 0.179], [-0.259, -1.813, -0.393], [0.002, -0.386, -1.142], [2.965, -1.415, 1.063], [4.232, -0.109, 0.729], [4.786, -1.901, 0.805], [4.456, -1.890, -1.572], [2.650, -1.788, -1.338], [2.183, 3.076, -1.174], [1.601, 1.659, -2.217], [1.989, 0.682, 0.702], [1.128, 2.303, 0.741], [-0.533, 1.555, -0.725], [0.092, 0.699, 1.917], [-1.424, 1.497, 1.296], [-0.986, -1.349, 2.199], [-2.553, -0.528, 1.727], [-2.195, -1.170, -0.564], [-0.188, -2.628, -1.189], [0.522, -1.960, 0.445], [0.962, -0.517, -1.742], [-0.835, -0.222, -1.921], [-3.823, -1.709, -2.451], [-3.114, -0.902, -1.855], [-5.052, -1.449, -2.953], [-5.830, -2.460, -3.647], [-5.612, -0.121, -2.794], [-3.495, -2.745, -2.627], [-6.034, -2.115, -4.663], [-6.769, -2.611, -3.117], [-5.288, -3.407, -3.693], [-4.949, 0.607, -3.269], [-5.683, 0.114, -1.729], [-6.602, -0.067, -3.248], [2.683, 3.724, 3.040], [1.674, 3.167, 3.442], [3.959, 3.332, 3.304], [5.102, 4.052, 2.785], [4.179, 2.158, 4.132], [2.631, 4.623, 2.405], [5.695, 3.377, 2.163], [5.709, 4.407, 3.622], [4.786, 4.907, 2.185], [3.704, 1.294, 3.658], [3.718, 2.319, 5.109], [5.249, 1.965, 4.260], [7.721, 1.867, 3.534], [7.220, 1.584, 4.609], [8.530, 1.050, 2.806], [9.090, 1.459, 1.533], [8.843, -0.271, 3.318], [7.550, 2.843, 3.055], [8.752, 0.768, 0.756], [10.180, 1.432, 1.598], [8.772, 2.470, 1.274], [7.915, -0.833, 3.452], [9.335, -0.173, 4.288], [9.497, -0.804, 2.628], [-9.778, -2.125, -3.677], [-8.676, -2.579, -3.936], [-10.501, -2.405, -2.558], [-11.807, -1.823, -2.322], [-9.947, -3.312, -1.571], [-10.290, -1.426, -4.358], [-11.779, -1.248, -1.394], [-12.543, -2.626, -2.233], [-12.095, -1.165, -3.142], [-8.999, -2.910, -1.206], [-9.759, -4.281, -2.040], [-10.638, -3.437, -0.736]],
  "forces_ev_per_angstrom": [[-0.740, 0.960, -0.091], [0.771, -0.286, 0.943], [0.131, -0.755, -4.773], [-0.433, 0.241, 4.927], [-1.166, -1.689, -0.548], [0.247, 0.127, 0.469], [0.413, 1.948, 0.206], [0.933, 0.977, -0.317], [-0.666, 0.263, 2.863], [-1.375, -0.525, 0.779], [2.264, 0.898, 0.499], [-0.548, 1.640, -0.323], [-0.241, -2.628, -1.769], [1.726, 0.144, -0.700], [-0.266, -1.795, -0.139], [-1.431, 1.002, -0.542], [-1.314, 1.392, 0.288], [1.485, 1.098, 0.327], [-0.114, -1.686, -0.057], [0.811, 0.241, 1.362], [-1.009, 0.640, -1.128], [0.328, -1.573, -0.816], [0.372, -0.808, 0.418], [-1.250, -0.097, -1.417], [1.177, -1.381, -0.653], [-0.548, 0.945, -1.333], [1.747, -0.202, -0.576], [0.217, -0.970, 0.825], [-0.064, 1.088, 1.167], [-1.230, -0.005, -1.341], [-0.988, 0.967, 1.019], [1.241, -0.468, 1.361], [-1.349, -0.252, -0.736], [-0.334, 0.789, -0.568], [1.495, -0.342, 0.527], [-0.016, 0.000, 0.088], [0.184, 0.153, 0.150], [-0.044, 0.061, 0.023], [-0.142, -0.153, 0.080], [0.115, -0.070, -0.264], [0.071, 0.151, 0.045], [-0.140, 0.061, 0.070], [-0.055, 0.118, -0.106], [0.141, -0.145, 0.023], [0.714, -0.129, 0.168], [0.089, -0.209, -0.212], [-0.949, 0.363, -0.349], [-0.070, -0.118, 0.169], [-0.107, -0.065, 0.080], [0.086, 0.051, -0.001], [0.051, 0.168, -0.051], [0.109, 0.038, -0.152], [-0.040, -0.090, 0.074], [0.004, -0.035, 0.145], [0.047, -0.170, -0.047], [-0.402, 0.184, -0.017], [0.579, -0.442, -0.239], [0.245, -0.136, -0.219], [-0.544, 0.690, 0.274], [0.039, -0.207, 0.141], [-0.142, 0.042, 0.267], [0.143, -0.026, -0.068], [0.128, 0.119, -0.107], [-0.041, 0.061, -0.200], [0.001, -0.089, 0.094], [0.145, -0.084, 0.070], [-0.044, -0.174, -0.056], [-0.076, 0.153, 0.021], [-0.466, -0.111, 0.460], [-0.373, 0.003, 0.177], [0.360, 0.327, -0.805], [0.096, -0.151, 0.143], [0.229, -0.055, -0.203], [-0.056, -0.011, 0.050], [-0.191, 0.016, -0.059], [-0.104, 0.170, 0.026], [0.097, -0.089, 0.048], [-0.041, -0.155, 0.089], [0.052, 0.011, 0.174], [0.028, 0.081, -0.147]],
  "mulliken_charge": [-0.724, -0.061, 0.426, -0.564, -0.326, -0.689, -0.306, 0.078, -0.035, -0.813, -0.361, -0.658, -0.409, 0.115, 0.160, 0.371, 0.389, 0.103, 0.307, 0.425, 0.139, 0.367, 0.516, 0.172, 0.320, 0.371, 0.295, 0.481, 0.331, 0.287, 0.198, 0.235, 0.104, -0.838, 0.196, -0.686, -0.975, 0.263, 0.280, 0.274, 0.281, 0.304, 0.308, 0.335, 0.068, -0.615, 0.195, -0.912, -0.786, 0.301, 0.250, 0.376, 0.346, 0.215, 0.332, 0.289, 0.112, -0.695, 0.107, -0.983, -0.959, 0.350, 0.339, 0.368, 0.337, 0.289, 0.301, 0.404, 0.071, -0.583, 0.104, -0.925, -0.895, 0.313, 0.342, 0.342, 0.292, 0.247, 0.301, 0.376]
}

***

Record 3
{
  "formula": "C21H47NO2SSi2Tl",
  "method": "ωB97M-V/def2-TZVPD",
  "total_charge": 1,
  "e_above_lowest_kcal_mol": 19.0,
  "e_lumo_ev": [-6.6, -6.6],
  "homo_lumo_gap_ev": [4.30, 4.14],
  "elements": ["O", "O", "C", "C", "H", "H", "H", "H", "H", "C", "C", "H", "H", "H", "H", "H", "C", "C", "C", "H", "H", "H", "H", "H", "C", "H", "H", "H", "H", "H", "H", "Tl", "C", "Si", "H", "H", "C", "C", "C", "C", "Si", "H", "H", "C", "C", "C", "H", "H", "H", "H", "H", "H", "H", "H", "H", "H", "H", "H", "H", "H", "H", "H", "H", "H", "S", "C", "C", "C", "C", "C", "N", "H", "H", "H", "H"],
  "coordinates": [[0.696, 2.347, -0.015], [-3.929, 1.610, 0.008], [0.455, 2.633, 1.434], [1.359, 3.790, 1.830], [0.635, 1.715, 2.018], [-0.594, 2.909, 1.570], [2.415, 3.471, 1.788], [1.131, 4.240, 2.802], [1.231, 4.602, 1.095], [-0.431, 2.534, -0.872], [-1.330, 3.719, -0.542], [-1.052, 1.618, -0.824], [-0.038, 2.632, -1.883], [-2.219, 3.355, -0.016], [-1.657, 4.170, -1.498], [-0.825, 4.498, 0.033], [-4.081, 0.731, -1.128], [-4.626, 1.175, 1.207], [-4.095, 1.368, -2.507], [-5.022, 0.199, -0.979], [-3.286, -0.017, -1.195], [-4.976, 2.007, -2.621], [-4.169, 0.566, -3.240], [-3.222, 1.949, -2.802], [-5.693, 2.088, 1.771], [-3.931, 1.012, 2.046], [-5.079, 0.201, 0.988], [-5.421, 3.137, 1.852], [-5.922, 1.715, 2.778], [-6.600, 2.027, 1.174], [-0.522, -0.518, 3.285], [1.469, -0.169, -0.251], [-1.532, -0.675, 2.919], [-1.412, -2.573, 2.842], [-2.232, -0.259, 3.655], [-1.699, -0.288, 1.883], [-2.040, -2.974, 4.584], [0.400, -3.069, 2.450], [-2.330, -3.118, 1.283], [3.254, 1.086, -1.295], [2.929, 0.947, -3.093], [4.053, 0.469, -0.872], [3.245, 2.064, -0.797], [3.023, 2.704, -3.790], [1.234, 0.289, -3.668], [4.150, -0.320, -3.796], [-2.926, -2.288, 0.863], [-3.000, -3.977, 1.444], [-1.596, -3.388, 0.499], [-1.393, -2.478, 5.329], [-2.042, -4.051, 4.774], [-3.048, -2.560, 4.751], [1.028, -2.168, 2.343], [0.454, -3.618, 1.494], [0.817, -3.699, 3.264], [0.461, 1.076, -3.673], [0.852, -0.567, -3.082], [1.340, -0.074, -4.709], [4.040, -0.429, -4.888], [3.984, -1.305, -3.329], [5.184, -0.004, -3.580], [3.222, 2.733, -4.874], [3.833, 3.230, -3.263], [2.082, 3.244, -3.590], [1.529, -3.128, -1.591], [2.899, -3.334, -0.637], [3.655, -4.524, -0.820], [4.785, -4.753, -0.064], [5.168, -3.793, 0.896], [4.370, -2.639, 1.036], [3.273, -2.418, 0.292], [3.271, -5.216, -1.573], [5.372, -5.665, -0.227], [6.040, -3.918, 1.526], [4.632, -1.883, 1.776]],
  "forces_ev_per_angstrom": [[0.051, -0.094, 1.616], [-0.258, -0.046, -0.051], [-0.082, 0.287, -0.681], [0.350, 0.129, -0.505], [0.047, 0.250, -0.248], [0.151, -0.233, -0.030], [-0.385, 0.248, 0.169], [0.028, -0.469, -0.033], [0.081, -0.318, 0.182], [-0.746, -0.281, 0.015], [-0.340, 0.080, -0.529], [0.089, 0.235, -0.213], [0.229, -0.090, 0.048], [0.136, 0.350, -0.030], [0.021, -0.143, 0.527], [-0.024, -0.095, -0.126], [-0.049, -0.100, 0.267], [0.518, -0.441, 0.014], [-0.673, 0.636, 0.101], [0.010, -0.138, -0.244], [0.209, -0.149, 0.678], [0.150, 0.005, -0.076], [-0.111, -0.108, 0.038], [0.191, 0.040, 0.416], [-0.435, -0.051, -0.339], [0.402, -0.011, -0.655], [0.041, 0.058, 0.136], [0.309, 0.013, -0.033], [-0.043, 0.136, -0.215], [-0.150, 0.123, -0.017], [0.309, 0.881, -0.048], [1.321, -1.291, -1.149], [0.204, -0.555, -0.752], [-0.278, 0.677, -0.140], [0.084, -0.167, -0.435], [0.253, 0.144, 0.878], [0.165, -0.366, -0.211], [-0.194, -0.121, 0.521], [-0.355, -0.176, -0.172], [-0.138, -0.173, 1.877], [-0.567, -0.395, -2.657], [-0.096, -0.048, -0.122], [-0.294, -0.299, -0.185], [0.314, -0.074, 0.352], [-0.330, -0.020, 0.375], [0.238, 0.365, 0.313], [0.052, -0.330, 0.297], [0.181, 0.233, -0.190], [-0.328, -0.008, 0.412], [-0.079, -0.267, -0.352], [-0.110, 0.141, 0.238], [0.274, -0.276, -0.249], [-0.035, -0.283, 0.147], [-0.007, 0.153, 0.473], [-0.031, 0.396, -0.546], [0.265, -0.264, 0.041], [0.136, 0.227, -0.271], [0.063, 0.200, 0.498], [-0.018, 0.100, 0.429], [0.026, 0.312, -0.146], [-0.225, -0.230, -0.144], [-0.069, -0.093, 0.416], [-0.173, 0.088, -0.331], [0.304, -0.189, -0.050], [-1.547, 1.743, -0.170], [1.807, -0.351, 1.499], [-0.602, 0.325, -0.220], [0.265, 0.372, 0.314], [-0.761, 0.518, -0.268], [0.434, -1.172, -0.462], [-0.104, 0.178, -0.184], [0.428, 0.029, 0.323], [-0.247, 0.411, 0.171], [-0.109, -0.043, -0.114], [-0.145, -0.123, -0.185]],
  "mulliken_charge": [-0.247, -0.276, -0.096, -1.320, 0.169, 0.349, 0.301, 0.396, 0.262, 0.460, -1.273, 0.083, -0.069, 0.218, 0.414, 0.354, -0.071, 0.157, -1.383, 0.551, 0.109, 0.336, 0.424, 0.219, -1.421, -0.061, 0.377, 0.316, 0.395, 0.335, 0.170, 0.889, -0.599, 0.512, 0.449, -0.137, -1.069, -0.750, -0.848, -0.877, 0.342, 0.568, 0.422, -1.084, -0.851, -0.974, 0.131, 0.347, 0.248, 0.335, 0.329, 0.309, 0.031, 0.154, 0.426, 0.254, 0.151, 0.393, 0.324, 0.254, 0.332, 0.337, 0.357, 0.295, -0.259, 0.714, -0.834, -0.257, -0.632, -0.477, -0.093, 0.421, 0.386, 0.429, 0.424]
}